Formula: C39H36CaF3N2P2SSiTe
Source: the OMol25 dataset
Level of theory: ωB97M-V/def2-TZVPD

Its molecular weight is 879.50 u. The LUMO energy is 2.42 eV. The highest occupied orbital energy comes out at -4.381 eV. The net charge is -1. Its HOMO-LUMO gap is 6.80 eV.

Geometry as XYZ:
```
86
C39H36CaF3N2P2SSiTe ωB97M-V/def2-TZVPD
Ca -0.975 0.837 1.945
Te -3.557 -0.352 -1.066
C -4.354 -1.669 -2.493
C -3.711 -1.913 -3.701
C -4.286 -2.804 -4.592
N -5.437 -3.441 -4.379
C -6.045 -3.192 -3.223
C -5.550 -2.333 -2.252
C -1.512 -0.999 -1.205
P -1.228 -1.791 0.433
C -2.344 -3.227 0.502
C -2.760 -3.683 1.748
C -3.578 -4.799 1.847
C -3.993 -5.460 0.699
C -3.591 -5.001 -0.549
C -2.769 -3.889 -0.647
C 0.399 -2.652 0.286
C 1.472 -2.193 1.039
C 2.728 -2.778 0.935
C 2.918 -3.849 0.076
C 1.852 -4.324 -0.681
C 0.607 -3.726 -0.578
P -0.635 0.602 -1.010
C 1.148 0.218 -1.238
C 2.085 1.041 -0.622
C 3.442 0.786 -0.770
C 3.867 -0.291 -1.533
C 2.934 -1.116 -2.152
C 1.581 -0.861 -2.004
C -0.954 1.548 -2.536
C -0.964 0.923 -3.781
C -1.175 1.661 -4.933
C -1.373 3.035 -4.850
C -1.360 3.663 -3.615
C -1.153 2.920 -2.460
H -2.768 -1.436 -3.932
H -3.792 -3.013 -5.536
H -6.978 -3.720 -3.046
H -6.077 -2.210 -1.315
H -2.461 -3.148 2.643
H -3.902 -5.143 2.821
H -4.637 -6.327 0.776
H -3.927 -5.502 -1.448
H -2.462 -3.513 -1.615
H 1.346 -1.349 1.710
H 3.552 -2.389 1.518
H 3.894 -4.311 -0.008
H 1.994 -5.160 -1.354
H -0.215 -4.096 -1.179
H 1.749 1.887 -0.029
H 4.166 1.428 -0.282
H 4.925 -0.497 -1.639
H 3.262 -1.967 -2.735
H 0.839 -1.514 -2.449
H -0.815 -0.149 -3.829
H -1.184 1.169 -5.897
H -1.538 3.614 -5.751
H -1.517 4.732 -3.546
H -1.144 3.404 -1.489
C 2.071 6.020 3.578
Si 3.073 4.774 2.617
C 4.886 5.021 3.055
C 2.894 5.038 0.776
C 2.618 3.019 3.126
C 3.491 2.240 3.862
C 3.168 0.935 4.236
C 1.967 0.434 3.794
N 1.103 1.149 3.070
C 1.369 2.442 2.782
S 0.127 3.371 1.968
H 2.364 7.042 3.325
H 2.215 5.880 4.651
H 1.012 5.896 3.359
H 5.252 5.937 2.589
H 5.505 4.199 2.689
H 5.048 5.111 4.130
H 3.516 5.884 0.475
H 1.861 5.233 0.499
H 3.223 4.163 0.211
H 4.452 2.642 4.159
H 3.833 0.326 4.831
H 1.665 -0.585 4.012
F -3.837 0.584 3.774
C -2.453 0.602 3.910
F -2.255 1.559 4.898
F -2.204 -0.598 4.599
```

Formula: C39H36CeClN3Si2
Source: the OMol25 dataset
Level of theory: ωB97M-V/def2-TZVPD

Its molecular weight is 778.48 u. The LUMO energy (alpha / beta) is -8.20 / -8.19 eV. The highest occupied orbital energy (alpha / beta) comes out at -12.130 / -12.130 eV. The net charge is +2. Its HOMO-LUMO gap (alpha / beta) is 3.93 / 3.93 eV.

Geometry as XYZ:
```
82
C39H36CeClN3Si2 ωB97M-V/def2-TZVPD
C -1.667 -0.561 4.582
C -2.179 0.003 3.367
C -2.169 -1.023 2.370
H -2.560 1.019 3.235
C -1.655 -2.219 2.965
C -1.345 -1.934 4.332
H -0.971 -2.652 5.064
H -1.587 -0.051 5.544
H -2.552 -0.939 1.354
H -1.555 -3.184 2.467
Ce 0.331 -0.558 2.942
Si -0.700 0.012 -4.147
C -0.262 1.562 -5.093
C 1.079 1.810 -5.434
H 1.845 1.057 -5.223
C 1.436 3.034 -6.006
H 2.482 3.233 -6.245
C 0.455 3.997 -6.272
H 0.735 4.950 -6.727
C -0.885 3.739 -5.955
H -1.652 4.488 -6.172
C -1.244 2.527 -5.359
H -2.280 2.329 -5.078
C 0.049 -1.469 -4.978
C -0.255 -1.728 -6.326
H -0.936 -1.065 -6.868
C 0.314 -2.830 -6.974
H 0.084 -3.021 -8.024
C 1.180 -3.683 -6.279
H 1.621 -4.544 -6.782
C 1.481 -3.429 -4.937
H 2.164 -4.084 -4.392
C 0.911 -2.334 -4.282
H 1.139 -2.138 -3.230
H -2.171 -0.150 -4.196
Si 0.074 0.436 -1.952
C -0.741 -1.108 -1.182
C -2.099 -1.382 -1.419
H -2.736 -0.647 -1.922
C -2.646 -2.628 -1.088
H -3.689 -2.840 -1.326
C -1.850 -3.600 -0.482
H -2.268 -4.580 -0.251
C -0.512 -3.319 -0.195
H 0.114 -4.081 0.273
C 0.034 -2.076 -0.523
H 1.078 -1.856 -0.278
C -0.907 1.905 -1.347
C -1.978 1.788 -0.446
H -2.131 0.865 0.120
C -2.877 2.852 -0.301
H -3.769 2.723 0.316
C -2.637 4.068 -0.945
H -3.342 4.895 -0.839
C -1.486 4.229 -1.723
H -1.276 5.186 -2.203
C -0.605 3.162 -1.901
H 0.297 3.285 -2.507
H 1.290 0.641 -1.163
Cl 2.358 -0.055 1.460
N 1.965 0.190 6.381
C 2.185 -1.109 5.928
C 2.861 -2.009 6.766
C 3.104 -3.302 6.310
C 2.677 -3.657 5.023
C 2.010 -2.719 4.241
N 1.751 -1.455 4.695
C 1.639 1.342 5.658
C 2.043 2.582 6.173
C 1.731 3.740 5.463
C 0.991 3.630 4.279
C 0.613 2.369 3.825
N 0.951 1.229 4.500
H 2.365 0.375 7.293
H 3.181 -1.644 7.742
H 3.621 -4.024 6.939
H 2.848 -4.656 4.621
H 1.674 -2.936 3.214
H 2.613 2.579 7.103
H 2.061 4.714 5.823
H 0.708 4.509 3.702
H 0.027 2.224 2.901
```